Record 1
ORCA calculation (ωB97M-V/def2-TZVPD) on a structure of composition C23H41BrO4PS3SiW.

Last column: Löwdin spin population.
Cartesian coordinates (Å):
W: -0.26 -0.09 2.34  0.88
O: -2.99 -2.61 1.28  0.01
C: -2.74 -1.72 2.02  0.01
O: -1.47 -1.52 2.54  0.06
C: -3.72 -0.71 2.53  0.00
C: -5.06 -1.09 2.50  0.00
C: -6.06 -0.24 2.95  0.00
C: -5.72 1.02 3.43  0.00
C: -4.40 1.43 3.45  0.00
C: -3.40 0.56 3.01  0.00
S: -1.79 1.36 3.06  -0.04
H: -5.30 -2.07 2.11  0.00
H: -7.09 -0.56 2.93  0.00
H: -6.49 1.69 3.79  0.00
H: -4.14 2.41 3.82  0.00
C: 6.09 -0.54 3.30  0.00
C: 5.06 0.50 3.63  0.00
O: 3.75 -0.20 3.78  0.01
P: 2.39 0.52 3.79  0.02
S: 0.93 -0.85 4.24  0.01
S: 1.73 1.20 1.96  0.01
O: 2.52 1.68 4.80  0.00
C: 1.41 2.58 5.20  0.00
C: 1.96 3.56 6.20  0.00
H: 7.06 -0.06 3.25  0.00
H: 5.88 -1.01 2.34  0.00
H: 6.12 -1.31 4.07  0.00
H: 4.95 1.25 2.85  0.00
H: 5.25 0.99 4.58  0.00
H: 0.63 1.95 5.61  0.00
H: 1.06 3.07 4.29  0.00
H: 2.32 3.04 7.08  0.00
H: 1.16 4.23 6.50  0.00
H: 2.76 4.15 5.76  0.00
C: -0.75 1.15 -4.78  0.00
C: -0.60 1.23 -3.24  0.00
C: 0.46 2.28 -2.90  0.00
C: -1.93 1.72 -2.64  0.00
Si: -0.11 -0.52 -2.73  0.00
Br: -0.70 -0.30 -0.11  0.04
C: -1.33 -1.93 -3.07  0.00
C: -1.24 -3.11 -2.10  0.00
C: -0.93 -2.40 -4.49  0.00
C: -2.79 -1.47 -3.10  0.00
C: 1.73 -0.94 -2.65  0.00
C: 2.25 -0.75 -4.10  0.00
C: 2.00 -2.39 -2.23  0.00
C: 2.53 -0.04 -1.71  0.00
H: -0.97 2.15 -5.15  0.00
H: -1.57 0.50 -5.09  0.00
H: 0.16 0.82 -5.28  0.00
H: 0.11 3.25 -3.26  0.00
H: 1.42 2.09 -3.39  0.00
H: 0.63 2.37 -1.83  0.00
H: -2.16 2.69 -3.09  0.00
H: -1.86 1.88 -1.56  0.00
H: -2.76 1.05 -2.83  0.00
H: -0.25 -3.56 -2.05  0.00
H: -1.92 -3.89 -2.46  0.00
H: -1.55 -2.86 -1.09  0.00
H: 0.06 -2.84 -4.53  0.00
H: -1.00 -1.62 -5.25  0.00
H: -1.64 -3.19 -4.79  0.00
H: -3.13 -1.11 -2.13  0.00
H: -3.41 -2.33 -3.36  0.00
H: -2.99 -0.70 -3.84  0.00
H: 1.75 -1.39 -4.82  0.00
H: 3.32 -1.01 -4.12  0.00
H: 2.17 0.28 -4.44  0.00
H: 1.55 -3.12 -2.90  0.00
H: 1.66 -2.60 -1.22  0.00
H: 3.08 -2.56 -2.26  0.00
H: 2.51 1.01 -2.00  0.00
H: 3.58 -0.36 -1.73  0.00
H: 2.19 -0.12 -0.68  0.00

Calculated values
Highest occupied orbital energy (alpha / beta) = -14.74 / -14.79 eV
Charge = +2
Relative energy (zero: lowest compared OMol25 entry of this formula, charge and spin) = 0.00 kcal per mole
Multiplicity = 2

=====

Record 2
ORCA calculation (ωB97M-V/def2-TZVPD) on a cluster of 2 separate species, C6H16S4 in total at a distorted geometry.

Last column: natural (NBO) charge in e.
Cartesian coordinates (Å):
C: 0.06 0.63 -4.83  -0.74
S: 1.24 0.40 -3.42  0.15
C: 0.82 1.82 -2.31  -0.71
S: -0.80 1.81 -1.68  0.23
C: -0.77 0.28 -0.71  -0.74
H: -0.62 1.48 -4.64  0.23
H: -0.55 -0.29 -4.91  0.22
H: 0.58 0.79 -5.79  0.22
H: 1.43 1.55 -1.43  0.23
H: 1.19 2.79 -2.69  0.25
H: -0.65 0.49 0.37  0.19
H: 0.06 -0.39 -1.03  0.23
H: -1.72 -0.25 -0.86  0.23
C: 0.83 0.53 1.78  -0.75
S: 0.95 0.51 3.54  0.21
C: 0.62 -1.29 3.90  -0.69
S: -1.11 -1.83 4.09  0.24
C: -1.51 -1.85 2.35  -0.77
H: 1.27 1.47 1.42  0.24
H: -0.21 0.46 1.41  0.18
H: 1.41 -0.32 1.37  0.21
H: 1.19 -1.95 3.23  0.22
H: 1.08 -1.35 4.91  0.25
H: -0.67 -2.20 1.73  0.22
H: -1.73 -0.81 2.07  0.21
H: -2.39 -2.47 2.13  0.24

Calculated values
Highest occupied orbital energy = -8.37 eV
SMILES = CSCSC.CSCSC
Relative energy (zero: lowest compared OMol25 entry of this formula, charge and spin) = 38.76 kcal per mole
Multiplicity = 1

=====

Record 3
ORCA calculation (ωB97M-V/def2-TZVPD) on the molecule C6H10O at a distorted geometry.

Last column: natural (NBO) charge in e.
Cartesian coordinates (Å):
C: -0.58 -1.18 1.03  -0.20
C: -1.54 -0.29 0.68  -0.23
C: -1.44 0.74 -0.43  -0.11
O: -0.48 0.46 -1.43  -0.53
C: 0.84 0.88 -1.14  -0.06
C: 1.38 0.20 0.13  -0.46
C: 0.90 -1.24 0.35  -0.43
H: -0.86 -1.85 1.87  0.21
H: -2.51 -0.24 1.19  0.21
H: -1.28 1.74 0.00  0.17
H: -2.40 0.78 -0.96  0.20
H: 0.89 1.98 -1.04  0.17
H: 1.41 0.61 -2.04  0.19
H: 0.79 0.45 1.00  0.22
H: 2.42 0.47 0.36  0.22
H: 0.84 -1.80 -0.59  0.22
H: 1.62 -1.73 1.03  0.22

Calculated values
Highest occupied orbital energy = -9.38 eV
SMILES = C1=CCOCCC1
Relative energy (zero: lowest compared OMol25 entry of this formula, charge and spin) = 33.64 kcal per mole
Multiplicity = 1

=====

Record 4
ORCA calculation (ωB97M-V/def2-TZVPD) on a cluster of 9 separate species, C34H43N9 in total at a distorted geometry.

Last column: Mulliken charge in e.
Cartesian coordinates (Å):
C: -3.76 3.09 3.65  -0.46
C: -3.67 1.87 4.36  -0.42
C: -3.78 0.86 3.44  -0.60
N: -3.91 1.42 2.20  0.35
C: -3.95 2.79 2.34  -0.53
H: -3.68 4.06 4.11  0.42
H: -3.50 1.81 5.42  0.40
H: -3.75 -0.22 3.53  0.41
H: -4.02 0.95 1.33  0.10
H: -4.11 3.43 1.49  0.33
C: -0.60 0.85 0.11  -0.47
C: -1.73 0.07 -0.06  -0.98
C: -1.59 -1.10 0.61  -1.13
N: -0.35 -1.07 1.20  0.64
C: 0.28 0.10 0.90  -0.70
H: -0.41 1.83 -0.28  0.56
H: -2.59 0.41 -0.62  0.71
H: -2.20 -1.98 0.68  0.60
H: 0.07 -1.84 1.70  -0.07
H: 1.26 0.31 1.29  0.72
C: -0.40 -4.06 -1.68  -0.71
C: -0.23 -5.46 -1.88  -0.51
C: 0.99 -5.82 -1.37  -0.68
N: 1.56 -4.69 -0.82  0.30
C: 0.70 -3.65 -0.99  -0.39
H: -1.22 -3.40 -1.92  0.53
H: -0.88 -6.17 -2.36  0.41
H: 1.56 -6.73 -1.47  0.42
H: 2.48 -4.60 -0.41  0.21
H: 0.96 -2.69 -0.56  0.43
C: 0.21 -2.58 3.83  -0.18
C: -0.07 -3.77 3.08  -0.33
C: 1.15 -4.37 2.86  -0.60
N: 2.10 -3.67 3.52  0.04
C: 1.55 -2.54 4.08  -0.84
H: -0.63 -1.96 4.09  0.45
H: -1.03 -4.12 2.75  0.44
H: 1.34 -5.23 2.23  0.46
H: 3.09 -3.83 3.47  0.24
H: 2.17 -1.81 4.57  0.41
C: 3.23 2.24 0.10  0.49
C: 4.22 1.85 1.03  -0.61
C: 5.43 2.13 0.46  -0.62
N: 5.20 2.69 -0.77  0.04
C: 3.85 2.87 -0.95  -1.02
H: 2.17 2.07 0.11  0.30
H: 3.94 1.38 1.96  0.50
H: 6.44 1.95 0.81  0.40
H: 5.91 2.88 -1.45  0.20
H: 3.38 3.25 -1.84  0.38
C: 1.09 2.26 -3.57  0.02
C: 1.09 1.16 -4.45  -0.77
C: 1.61 1.55 -5.64  -0.53
N: 1.93 2.88 -5.54  0.01
C: 1.61 3.33 -4.28  -1.04
H: 0.84 2.36 -2.53  0.76
H: 0.77 0.16 -4.23  0.53
H: 1.91 1.07 -6.56  0.39
H: 2.40 3.46 -6.21  0.18
H: 1.73 4.36 -3.99  0.44
C: 3.88 -1.53 -0.17  0.23
C: 4.63 -2.63 0.30  -0.94
C: 4.67 -3.58 -0.71  -0.84
N: 4.03 -3.00 -1.79  0.19
C: 3.65 -1.73 -1.52  -1.09
H: 3.48 -0.66 0.34  0.65
H: 4.99 -2.75 1.31  0.52
H: 5.08 -4.57 -0.73  0.46
H: 4.13 -3.38 -2.72  0.20
H: 3.23 -1.05 -2.24  0.58
C: -8.01 -0.03 -0.39  -0.27
C: -6.74 -0.38 -0.80  -0.70
C: -6.00 0.80 -0.77  -0.51
N: -6.82 1.80 -0.40  0.00
C: -8.07 1.32 -0.09  -0.61
H: -8.89 -0.66 -0.28  0.38
H: -6.25 -1.32 -0.99  0.39
H: -4.94 0.97 -0.92  0.68
H: -6.56 2.77 -0.44  0.24
H: -8.95 1.88 0.17  0.39
C: 0.56 6.22 0.34  -0.78
C: -0.56 5.30 0.29  0.37
N: -1.38 4.51 0.23  -0.34
H: 0.89 6.48 -0.66  0.25
H: 1.38 5.71 0.84  0.22
H: 0.38 7.11 0.95  0.30

Calculated values
Highest occupied orbital energy = -7.59 eV
SMILES = c1cc[nH]c1.c1cc[nH]c1.c1cc[nH]c1.c1cc[nH]c1.c1cc[nH]c1.c1cc[nH]c1.c1cc[nH]c1.c1cc[nH]c1.CC#N
Relative energy (zero: lowest compared OMol25 entry of this formula, charge and spin) = 25.58 kcal per mole
Multiplicity = 1

=====

Record 5
ORCA calculation (ωB97M-V/def2-TZVPD) on a cluster of 2 separate species, C3H7N3O in total.

Last column: natural (NBO) charge in e.
Cartesian coordinates (Å):
C: 0.09 -1.86 -1.13  -0.43
N: -0.62 -0.78 -1.79  -0.47
C: -1.24 0.13 -1.30  0.69
N: -1.83 1.17 -0.94  -0.82
C: 0.59 0.71 1.02  0.25
O: -0.07 1.86 1.15  -0.72
N: 1.60 0.71 1.88  -0.82
H: -0.62 -2.67 -0.88  0.20
H: 0.56 -1.48 -0.22  0.23
H: 0.84 -2.26 -1.82  0.20
H: -0.79 1.84 0.48  0.52
H: -2.84 1.11 -0.89  0.40
H: 2.22 -0.08 1.91  0.39
H: 1.80 1.50 2.50  0.38

Calculated values
Highest occupied orbital energy = -8.65 eV
Relative energy (zero: lowest compared OMol25 entry of this formula, charge and spin) = 59.27 kcal per mole
Multiplicity = 1

=====

Record 6
ORCA calculation (ωB97M-V/def2-TZVPD) on a structure of composition C55H49N6OPRhS3 at a distorted geometry.

Last column: Mulliken charge in e.
Cartesian coordinates (Å):
Rh: -1.45 -1.02 -0.03  0.60
N: 0.46 -0.85 -0.62  0.31
S: 1.81 -0.45 -0.27  0.79
N: 2.25 1.05 -0.70  0.02
S: 2.00 2.31 0.14  1.31
N: 0.68 2.46 0.91  -0.03
S: -0.80 2.18 0.35  0.97
N: -1.36 0.84 0.61  -0.90
C: -1.72 3.41 1.20  -0.19
C: -1.22 3.97 2.37  -0.04
C: -2.00 4.93 3.02  -0.94
C: -3.22 5.30 2.49  -0.59
C: -3.70 4.72 1.32  -1.08
C: -2.95 3.76 0.67  -0.09
C: -0.84 2.71 -1.35  0.60
C: -0.80 4.07 -1.65  -0.48
C: -0.75 4.45 -2.98  -1.05
C: -0.72 3.48 -3.98  -0.75
C: -0.76 2.13 -3.66  -0.78
C: -0.83 1.73 -2.34  -0.01
C: 2.31 3.60 -1.01  0.68
C: 2.60 3.33 -2.33  -0.11
C: 2.88 4.40 -3.17  -0.92
C: 2.87 5.70 -2.68  -0.64
C: 2.57 5.95 -1.34  -0.72
C: 2.29 4.89 -0.49  -0.96
C: 3.21 2.55 1.39  0.65
C: 4.54 2.53 0.96  -0.84
C: 5.54 2.72 1.89  -0.79
C: 5.20 2.94 3.23  -0.68
C: 3.87 2.97 3.63  -0.96
C: 2.86 2.77 2.71  -0.30
C: 2.28 -0.65 1.44  1.00
C: 1.28 -0.66 2.40  -0.18
C: 1.64 -0.72 3.74  -1.23
C: 2.98 -0.77 4.10  -0.80
C: 3.97 -0.77 3.13  -0.95
C: 3.63 -0.71 1.79  -0.44
C: 3.02 -1.35 -1.17  0.04
C: 2.79 -2.71 -1.30  0.22
C: 3.73 -3.48 -1.96  -0.49
C: 4.88 -2.88 -2.48  -0.86
C: 5.09 -1.52 -2.34  -0.89
C: 4.16 -0.73 -1.68  -0.16
H: -0.26 3.68 2.76  0.41
H: -1.63 5.38 3.93  0.48
H: -3.82 6.06 3.00  0.45
H: -4.66 5.03 0.91  0.46
H: -3.32 3.30 -0.25  0.52
H: -0.82 4.82 -0.87  0.59
H: -0.73 5.50 -3.24  0.51
H: -0.66 3.79 -5.02  0.48
H: -0.75 1.38 -4.45  0.55
H: -0.87 0.69 -2.06  0.49
H: 2.61 2.30 -2.69  0.56
H: 3.12 4.21 -4.21  0.53
H: 3.10 6.52 -3.34  0.47
H: 2.56 6.96 -0.96  0.50
H: 2.06 5.07 0.56  0.43
H: 4.78 2.37 -0.09  0.31
H: 6.57 2.71 1.58  0.50
H: 5.99 3.09 3.96  0.46
H: 3.63 3.15 4.67  0.52
H: 1.82 2.78 3.00  0.52
H: 0.24 -0.63 2.10  0.56
H: 0.87 -0.73 4.50  0.56
H: 3.25 -0.81 5.15  0.49
H: 5.02 -0.84 3.42  0.54
H: 4.41 -0.72 1.02  0.53
H: 1.89 -3.15 -0.90  -0.21
H: 3.57 -4.54 -2.08  0.46
H: 5.62 -3.49 -2.99  0.43
H: 5.98 -1.06 -2.76  0.49
H: 4.30 0.33 -1.57  0.28
N: -6.52 -3.50 2.46  -0.33
C: -6.44 -3.12 1.16  0.12
O: -6.90 -3.76 0.23  -0.56
C: -5.68 -1.86 0.86  0.64
C: -6.29 -0.80 0.22  -0.62
C: -5.50 0.26 -0.21  -0.90
C: -4.13 0.19 -0.05  0.24
N: -3.53 -0.86 0.53  0.33
C: -4.31 -1.85 1.01  -0.64
H: -7.06 -4.32 2.68  0.28
H: -6.26 -2.89 3.21  0.22
H: -7.36 -0.80 0.05  0.50
H: -5.95 1.12 -0.70  0.54
H: -3.48 0.97 -0.40  -0.11
H: -3.81 -2.67 1.51  0.60
C: -1.59 -3.93 1.95  -1.79
P: -0.99 -3.33 0.35  2.08
C: -2.32 -3.33 -0.84  0.14
C: -3.49 -4.09 -0.76  -0.78
C: -4.50 -3.87 -1.68  -0.69
C: -4.38 -2.86 -2.66  -0.79
C: -3.23 -2.12 -2.75  -1.09
C: -2.17 -2.36 -1.85  0.07
C: 0.12 -4.61 -0.25  0.15
C: 1.14 -5.05 0.59  0.02
C: 1.90 -6.15 0.22  -0.85
C: 1.66 -6.78 -0.99  -0.56
C: 0.68 -6.30 -1.85  -0.93
C: -0.09 -5.21 -1.50  0.08
H: -2.21 -4.81 1.80  0.52
H: -2.14 -3.15 2.48  0.52
H: -0.73 -4.20 2.55  0.57
H: -3.61 -4.86 0.00  0.51
H: -5.40 -4.47 -1.64  0.44
H: -5.19 -2.69 -3.36  0.50
H: -3.12 -1.38 -3.53  0.57
H: -1.18 -1.96 -2.07  0.61
H: 1.35 -4.55 1.53  0.27
H: 2.68 -6.52 0.89  0.45
H: 2.24 -7.65 -1.27  0.46
H: 0.51 -6.79 -2.81  0.46
H: -0.87 -4.85 -2.17  0.51

Calculated values
Highest occupied orbital energy (alpha / beta) = -15.81 / -15.81 eV
Charge = +3
Multiplicity = 1

=====

Record 7
ORCA calculation (ωB97M-V/def2-TZVPD) on a cluster of 2 separate species, C4H11N3O in total at a distorted geometry.

Last column: Löwdin spin population.
Cartesian coordinates (Å):
C: -0.34 -1.46 0.76  0.18
C: -0.18 -2.41 1.72  0.17
N: -0.32 -2.06 3.11  0.03
N: -0.22 -1.63 -0.63  0.53
H: -0.58 -0.45 1.08  0.04
H: 0.08 -3.49 1.55  0.01
H: 0.56 -2.31 3.64  0.00
H: -1.06 -2.60 3.53  0.01
H: 0.53 -1.01 -1.00  0.01
H: -1.09 -1.43 -1.13  0.03
C: 0.42 1.20 -2.43  0.00
N: -0.13 2.25 -1.74  0.00
C: 0.39 2.68 -0.45  0.00
O: 1.33 0.50 -2.03  0.00
H: -0.07 1.05 -3.44  0.00
H: -0.81 2.83 -2.23  0.00
H: 0.53 1.77 0.16  0.00
H: -0.37 3.35 0.03  0.00
H: 1.33 3.22 -0.50  0.00

Calculated values
Highest occupied orbital energy (alpha / beta) = -13.58 / -13.57 eV
Charge = +1
Relative energy (zero: lowest compared OMol25 entry of this formula, charge and spin) = 67.17 kcal per mole
Multiplicity = 2

=====

Record 8
ORCA calculation (ωB97M-V/def2-TZVPD) on the ion C3H7ClNS with charge +1 at a distorted geometry.

Last column: natural (NBO) charge in e.
Cartesian coordinates (Å):
N: -0.53 -1.17 -0.86  -0.69
C: -0.70 0.11 -0.15  -0.01
S: -2.47 0.92 -0.52  0.29
Cl: -3.60 -0.56 0.29  -0.13
C: -0.06 0.38 1.16  -0.42
C: 0.40 1.11 -0.07  -0.43
H: -0.49 -1.00 -1.88  0.46
H: -1.34 -1.77 -0.65  0.46
H: 0.33 -1.64 -0.56  0.45
H: 0.58 -0.37 1.59  0.24
H: -0.64 0.92 1.90  0.27
H: 0.13 2.15 -0.18  0.26
H: 1.36 0.88 -0.49  0.24

Calculated values
Highest occupied orbital energy = -13.62 eV
SMILES = [NH3+]C1(SCl)CC1
Charge = +1
Relative energy (zero: lowest compared OMol25 entry of this formula, charge and spin) = 0.00 kcal per mole
Multiplicity = 1